This record from the OMol25 dataset describes 11 unconnected molecules or ions with the total composition H22O11 in a non-equilibrium geometry. The level of theory is ωB97M-V with the def2-TZVPD basis set.

Last column: Löwdin charge in e.
Geometry (Å):
O 1.60 -0.64 -2.09  -0.003
H 2.09 0.11 -2.38  0.035
H 1.64 -1.21 -2.82  0.042
O -2.38 0.60 -1.25  -0.078
H -1.63 0.35 -0.69  -0.027
H -2.25 1.54 -1.40  0.043
O -2.20 -3.10 2.57  -0.061
H -2.29 -2.32 2.05  -0.053
H -3.05 -3.28 3.01  0.065
O -2.54 -0.81 1.35  -0.036
H -2.13 -0.04 1.78  0.075
H -3.47 -0.73 1.61  0.095
O 0.31 -1.95 1.85  -0.029
H -0.47 -2.42 2.04  -0.002
H 0.08 -1.10 2.31  0.109
O 1.07 2.13 -1.88  -0.054
H 1.68 1.76 -1.25  -0.029
H 1.70 2.64 -2.42  0.088
O -1.24 2.59 0.99  -0.051
H -0.74 3.15 0.41  0.021
H -0.64 1.84 1.15  0.016
O -0.07 -0.13 0.03  -0.065
H -0.15 -0.96 0.51  0.000
H 0.65 -0.15 -0.60  0.007
O 2.70 -1.30 0.82  -0.021
H 2.81 -0.90 1.64  0.018
H 1.89 -1.78 0.99  0.005
O 2.66 1.45 0.19  -0.023
H 2.87 0.51 0.30  0.021
H 3.49 1.85 0.31  0.039
O -0.61 0.69 -3.43  -0.089
H -1.37 0.49 -2.91  -0.022
H -0.02 1.11 -2.78  -0.036

Calculated values
HOMO energy: -0.35435 hartree
Structure (SMILES): O.O.O.O.O.O.O.O.O.O.O
Relative energy (zero: lowest compared OMol25 entry of this formula, charge and spin): 1.649 eV
Kohn-Sham gap: 9.63 eV

---

This record from the OMol25 dataset describes 2 unconnected molecules or ions with the total composition C4H15N2O in a non-equilibrium geometry. The level of theory is ωB97M-V with the def2-TZVPD basis set.

Last column: Löwdin charge in e.
Geometry (Å):
C -1.28 0.86 0.10  -0.174
C -0.05 1.25 -0.69  -0.176
C 1.20 0.39 -0.47  -0.198
C 2.00 0.77 0.80  -0.256
N 1.13 0.67 1.99  -0.007
N -1.77 -0.47 -0.33  0.174
H -1.08 0.92 1.17  0.111
H -2.09 1.59 0.07  0.135
H 0.21 2.30 -0.54  0.128
H -0.25 1.19 -1.77  0.119
H 0.94 -0.67 -0.35  0.095
H 1.88 0.38 -1.32  0.116
H 2.22 1.82 0.62  0.115
H 2.87 0.11 0.87  0.112
H 1.56 1.22 2.73  0.081
H 1.37 -0.23 2.39  0.078
H -1.06 -1.17 -0.12  0.112
H -1.84 -0.55 -1.35  0.159
H -2.66 -0.80 0.03  0.176
H -1.88 -3.37 -1.36  0.068
H -0.34 -3.38 -1.11  0.067
O -1.09 -2.83 -1.35  -0.035

Calculated values
HOMO energy: -0.48518 hartree
Total charge: +1
Relative energy (zero: lowest compared OMol25 entry of this formula, charge and spin): 1.009 eV
Kohn-Sham gap: 9.97 eV

---

This record from the OMol25 dataset describes 2 unconnected molecules or ions with the total composition C5H8O in a non-equilibrium geometry. The level of theory is ωB97M-V with the def2-TZVPD basis set.

Last column: Löwdin charge in e.
Geometry (Å):
C -3.10 0.66 -0.15  -0.105
C 0.11 -0.52 0.17  0.114
C -2.40 -0.35 0.31  0.035
C 1.32 0.14 0.16  -0.474
C 2.59 -0.57 -0.18  -0.060
O 1.52 1.53 0.28  -0.014
H -4.17 0.61 -0.49  0.066
H -2.83 1.56 -0.70  0.047
H 0.13 -1.52 -0.16  0.010
H -2.60 -1.33 0.56  0.007
H 2.65 -1.44 0.49  0.084
H 3.48 0.14 0.01  0.116
H 2.46 -0.70 -1.25  0.079
H 0.87 1.79 0.95  0.094

Calculated values
HOMO energy (spin up / spin down): -0.32282 / -0.31432 hartree
Relative energy (zero: lowest compared OMol25 entry of this formula, charge and spin): 6.650 eV
Kohn-Sham gap (spin up / spin down): 8.78 / 8.36 eV